C3H8OS2 as an isolated structure, computed with ωB97M-V/def2-TZVPD.

XYZ file:
```
14
Properties=species:S:1:pos:R:3:forces:R:3:nbo_charge:R:1
C -2.77975 -0.50963 -0.23165 2.32 1.34 1.50 -1.004
C 1.72166 0.39373 0.65815 -2.77 -3.83 -1.85 -0.501
C 0.35477 -0.51036 -0.32380 1.36 0.13 1.05 -0.676
O -1.24097 1.54746 -0.18476 0.46 0.63 -0.05 -0.958
S 3.27203 0.01861 -0.20194 -0.26 0.57 0.64 0.007
S -1.25243 0.13892 0.14736 -1.84 0.37 1.62 1.620
H -3.14486 -0.04166 -1.09163 -0.32 1.13 -1.24 0.228
H -2.80345 -1.52943 -0.32466 -0.04 -2.69 0.26 0.199
H 1.50566 0.08003 1.69607 1.14 -0.90 -0.57 0.234
H 1.35860 1.35098 0.75325 -0.27 2.62 -0.93 0.230
H 0.29977 -1.60147 -0.12803 0.44 0.52 0.56 0.226
H 0.43884 -0.51291 -1.44203 0.11 0.86 0.95 0.251
H 3.38318 1.12525 -0.99255 -0.36 -0.40 0.50 0.146
H -1.11305 0.05050 1.66623 0.03 -0.36 -2.44 -0.002
```
Forces are in eV/Å.

## Properties
* lowest unoccupied orbital energy: 0.01271 Ha
* F_max: 0.0987 hartree/bohr
* relative energy (zero: lowest compared OMol25 entry of this formula, charge and spin): 5.584 eV
* orbital gap: 8.4 eV


A 2-piece molecular cluster, C3H8OS2 overall, computed with ωB97M-V/def2-TZVPD.

XYZ file:
```
14
Properties=species:S:1:pos:R:3:forces:R:3:nbo_charge:R:1
C -1.80376 0.56089 1.30075 -0.29 -0.44 0.02 -0.750
S -1.84455 0.50889 -0.50742 -0.36 -0.70 0.11 0.110
S -2.09371 -1.54122 -0.80601 0.33 0.55 0.20 -0.146
H -1.79373 1.61073 1.58522 0.08 0.01 0.10 0.228
H -0.94951 0.01840 1.71098 0.19 0.29 -0.21 0.217
H -2.69013 0.06564 1.70143 -0.07 0.25 -0.08 0.227
H -0.84401 -1.91674 -0.43835 -0.18 0.07 -0.16 0.124
C 1.26735 0.75236 -1.02903 0.45 -0.25 0.32 -0.526
C 1.89523 0.04165 -0.09830 0.25 0.30 -0.40 0.132
O 2.43214 -1.20353 -0.27687 -0.45 -0.09 -0.36 -0.681
H 1.02822 1.78216 -0.82733 -0.30 0.00 0.01 0.215
H 1.02379 0.32939 -1.99665 0.08 0.12 -0.06 0.197
H 2.08547 0.43327 0.89245 0.12 -0.10 0.01 0.179
H 2.28718 -1.44190 -1.21086 0.15 -0.01 0.50 0.474
```
Forces are in eV/Å.

## Properties
* lowest unoccupied orbital energy: 0.01862 Ha
* F_max: 0.0154 hartree/bohr
* relative energy (zero: lowest compared OMol25 entry of this formula, charge and spin): 0.944 eV
* SMILES string: C=CO.CSS
* orbital gap: 9.0 eV


A 2-piece molecular cluster, C3H8OS2 overall, computed with ωB97M-V/def2-TZVPD.

XYZ file:
```
14
Properties=species:S:1:pos:R:3:forces:R:3:nbo_charge:R:1
C 2.73052 -0.45017 -0.32318 -0.23 2.48 1.48 -0.721
S 1.39346 0.24328 0.74913 -0.94 -0.32 -0.64 0.050
S 0.38758 1.34043 -0.69676 -0.81 0.03 0.31 -0.178
H 2.65257 -0.03271 -1.31671 0.13 0.17 -0.06 0.233
H 3.43716 0.09115 0.31920 1.19 -0.87 -1.19 0.231
H 2.83703 -1.49149 -0.34784 -0.05 -1.45 0.24 0.217
H -0.90941 1.00364 -0.36345 0.92 -0.02 -0.24 0.157
C -2.35765 -0.04299 1.00384 -0.64 -4.24 -0.99 -0.502
C -2.18811 -1.30766 0.42622 0.56 4.03 0.38 0.140
O -2.17652 -1.38922 -1.00413 1.41 -0.62 1.90 -0.717
H -2.33821 0.07218 2.09809 -0.07 0.09 -0.76 0.221
H -2.82635 0.63729 0.31733 0.15 0.84 0.15 0.212
H -1.83776 -2.13962 1.03054 -0.10 -0.28 -0.45 0.174
H -1.20805 -1.56114 -1.18318 -1.51 0.18 -0.13 0.483
```
Forces are in eV/Å.

## Properties
* lowest unoccupied orbital energy: 0.01866 Ha
* F_max: 0.0857 hartree/bohr
* relative energy (zero: lowest compared OMol25 entry of this formula, charge and spin): 2.118 eV
* SMILES string: C=CO.CSS
* orbital gap: 9.0 eV


A 2-piece molecular cluster, C3H8OSe overall, computed with ωB97M-V/def2-TZVPD.

XYZ file:
```
13
Properties=species:S:1:pos:R:3:forces:R:3:nbo_charge:R:1
C 1.96845 1.15321 -0.69172 0.24 -3.58 -1.72 -0.703
C -1.77388 -0.18014 0.01024 -2.55 1.98 3.08 -0.230
C 0.40085 -0.34421 1.54866 1.17 -2.78 -1.27 -0.427
O -1.32408 -1.04953 -0.91629 -0.60 1.26 -2.61 -0.696
Se 1.45967 -0.72868 -0.02584 0.65 1.46 1.14 0.262
H 3.05600 1.03697 -0.73785 -0.42 0.67 -0.11 0.229
H 1.45686 1.25029 -1.66684 0.45 0.35 0.69 0.229
H 1.58884 1.68484 0.09867 -0.61 1.86 1.48 0.218
H -2.50825 -0.73122 0.72577 0.85 1.18 -0.92 0.148
H -2.26879 0.76295 -0.38189 0.33 -1.48 -0.24 0.183
H -0.98117 0.27850 0.73211 -0.71 -0.70 -1.00 0.175
H -0.09404 -1.34349 1.79134 0.29 1.64 0.57 0.145
H -0.98046 -1.78949 -0.48637 0.90 -1.85 0.91 0.467
```
Forces are in eV/Å.

## Properties
* lowest unoccupied orbital energy (alpha / beta): 0.02498 / -0.05982 Ha
* F_max: 0.0868 hartree/bohr
* multiplicity: 3
* orbital gap (alpha / beta): 7.6 / 7.3 eV


A 2-piece molecular cluster, C3H8S overall, computed with ωB97M-V/def2-TZVPD.

XYZ file:
```
12
Properties=species:S:1:pos:R:3:forces:R:3:nbo_charge:R:1
C 0.88620 -0.62598 -0.77015 -0.24 0.16 0.02 -0.614
C 0.65328 0.53471 0.20838 -0.10 -0.42 0.33 -0.416
S -2.23190 -1.72970 -0.34213 0.11 0.53 0.46 -0.147
C -0.79009 0.66624 0.71600 0.16 0.51 -1.33 -0.497
H 1.33717 -1.48643 -0.27975 0.04 0.00 0.05 0.213
H -0.06912 -0.97656 -1.18426 0.31 0.19 -0.14 0.224
H 1.53706 -0.30887 -1.58107 0.02 -0.14 -0.12 0.212
H 1.31198 0.40744 1.06626 0.05 0.04 0.06 0.203
H 0.94802 1.46981 -0.26592 -0.13 0.12 0.02 0.212
H -1.39722 1.24546 0.01595 0.10 0.08 0.10 0.220
H -0.86275 1.12687 1.69631 -0.21 -0.34 0.20 0.231
H -1.32263 -0.32298 0.72038 -0.10 -0.73 0.34 0.158
```
Forces are in eV/Å.

## Properties
* lowest unoccupied orbital energy: -0.10866 Ha
* F_max: 0.0279 hartree/bohr
* relative energy (zero: lowest compared OMol25 entry of this formula, charge and spin): 3.722 eV
* orbital gap: 6.5 eV


One molecule with the formula C3H8S, computed with ωB97M-V/def2-TZVPD.

XYZ file:
```
12
Properties=species:S:1:pos:R:3:forces:R:3:nbo_charge:R:1
C -1.18647 -0.45882 1.18679 -0.64 -1.24 -1.88 -0.615
C -0.43565 -0.31067 -0.14318 -0.15 4.38 -0.67 -0.388
C 0.93379 0.59392 -0.05891 0.01 -3.77 0.30 -0.456
S 1.56586 0.88905 -1.82282 1.17 1.78 -1.07 -0.220
H -2.22210 -0.95127 1.06615 1.68 0.83 0.22 0.218
H -1.24494 0.51124 1.59151 -0.54 1.09 0.81 0.207
H -0.54801 -1.05505 1.79363 0.16 -0.64 0.98 0.202
H -0.08139 -1.22195 -0.56524 -0.11 -0.69 -0.47 0.204
H -1.03140 0.34077 -0.89036 0.50 -1.64 0.94 0.204
H 1.61688 -0.11714 0.53651 -0.42 1.29 -1.06 0.203
H 1.07427 1.61904 0.39313 -0.89 -1.02 -0.78 0.245
H 1.55914 0.16089 -3.08721 -0.78 -0.38 2.67 0.196
```
Forces are in eV/Å.

## Properties
* lowest unoccupied orbital energy: 0.01532 Ha
* F_max: 0.0863 hartree/bohr
* relative energy (zero: lowest compared OMol25 entry of this formula, charge and spin): 2.046 eV
* SMILES string: CCCS
* orbital gap: 9.3 eV


A 2-piece molecular cluster, C3H8S overall, computed with ωB97M-V/def2-TZVPD.

XYZ file:
```
12
Properties=species:S:1:pos:R:3:forces:R:3:nbo_charge:R:1
C 1.12145 -1.06997 0.83138 -1.40 -0.75 1.67 -0.736
S 1.75535 -2.67216 0.15764 -1.26 0.87 0.11 -0.029
H 1.44880 -0.88858 1.89845 -0.39 -0.60 -1.08 0.216
H 1.27002 -0.10692 0.35352 0.30 -0.39 -0.85 0.219
H 0.00566 -1.29854 0.83621 1.34 0.61 0.18 0.223
H 3.01092 -2.36682 0.16181 1.41 0.26 -0.02 0.107
C -2.40079 3.00024 -1.22156 -0.96 0.49 -0.22 -0.394
C -2.67224 3.75727 -0.11776 0.74 -0.90 -1.83 -0.416
H -2.76431 3.25658 -2.28921 1.96 0.12 1.62 0.208
H -1.91649 2.04529 -0.99687 -1.36 -0.56 -0.56 0.190
H -2.39258 4.80929 -0.16810 -1.69 0.24 0.28 0.208
H -3.03816 3.17900 0.72970 1.30 0.61 0.71 0.204
```
Forces are in eV/Å.

## Properties
* lowest unoccupied orbital energy: 0.03039 Ha
* F_max: 0.0496 hartree/bohr
* relative energy (zero: lowest compared OMol25 entry of this formula, charge and spin): 2.833 eV
* SMILES string: C=C.CS
* orbital gap: 9.8 eV


C3H8S as an isolated structure, computed with ωB97M-V/def2-TZVPD.

XYZ file:
```
12
Properties=species:S:1:pos:R:3:forces:R:3:nbo_charge:R:1
C 0.70147 0.32241 -1.14011 -0.12 -0.64 0.02 -0.622
C -0.08366 0.77100 0.09759 -0.50 -0.15 -0.25 -0.426
S -1.60459 -2.17797 -0.36867 0.45 0.55 0.62 -0.213
C -0.16947 -0.28266 1.18916 0.41 0.92 -0.59 -0.398
H 1.50367 0.99464 -1.41881 0.11 0.10 -0.02 0.213
H 1.10333 -0.68182 -0.98144 0.33 0.15 0.13 0.212
H 0.04629 0.15952 -1.99712 -0.04 0.37 0.03 0.226
H 0.27529 1.70692 0.53213 0.24 -0.11 0.00 0.217
H -1.10516 0.97546 -0.22103 -0.10 0.17 0.12 0.217
H -0.74060 0.07521 2.03833 -0.14 -0.30 0.15 0.230
H 0.80361 -0.67904 1.47305 -0.08 -0.15 0.07 0.224
H -0.73018 -1.18368 0.79694 -0.58 -0.92 -0.28 0.120
```
Forces are in eV/Å.

## Properties
* lowest unoccupied orbital energy: -0.09314 Ha
* F_max: 0.0227 hartree/bohr
* relative energy (zero: lowest compared OMol25 entry of this formula, charge and spin): 3.433 eV
* orbital gap: 6.8 eV